[1]
The following is a DFT calculation (ωB97M-V with the def2-TZVPD basis set) of a structure of composition C24H19F5N3O2STa in a non-equilibrium geometry.

* HOMO-LUMO gap: 6.285 eV
* net charge: +2
* E_tot: -59722.429 eV
* energy above the lowest of the compared OMol25 structures with the same formula, charge and spin: 0.000 eV
* highest occupied orbital energy: -14.37 eV
* LUMO energy: -8.080 eV
* largest force on an atom: 0.0285 Eh/bohr

Each line ends with the Löwdin charge.
Atoms and positions in Å:
Ta1 -0.081 1.217 -0.876  1.72
C1 2.112 3.889 -3.414  0.03
C2 2.008 2.569 -2.746  -0.35
O1 0.884 2.374 -2.052  -0.28
C3 2.918 1.572 -2.779  0.04
C4 2.665 0.256 -2.280  -0.24
C5 3.663 -0.806 -2.584  0.00
N1 1.552 -0.053 -1.615  -0.08
N2 1.415 -1.426 -1.399  0.11
C6 0.254 -1.687 -0.930  -0.33
O2 -0.569 -0.619 -0.723  -0.22
C7 -0.252 -3.007 -0.606  -0.16
C8 -1.594 -3.177 -0.263  -0.01
C9 -2.070 -4.445 0.022  -0.05
C10 -1.213 -5.535 -0.028  -0.03
C11 0.127 -5.367 -0.366  -0.04
C12 0.610 -4.106 -0.657  -0.01
H1 1.276 3.999 -4.107  0.11
H2 3.044 3.986 -3.963  0.11
H3 2.041 4.693 -2.679  0.11
H4 3.844 1.737 -3.309  0.14
H5 4.563 -0.374 -3.012  0.10
H6 3.229 -1.518 -3.289  0.12
H7 3.901 -1.378 -1.688  0.10
H8 -2.261 -2.325 -0.233  0.11
H9 -3.111 -4.587 0.280  0.12
H10 -1.589 -6.524 0.196  0.12
H11 0.788 -6.220 -0.404  0.12
H12 1.648 -3.962 -0.925  0.12
N3 1.181 2.226 0.660  0.00
C13 1.162 1.891 2.099  -0.31
C14 1.847 0.768 2.521  -0.03
C15 1.835 0.456 3.874  -0.04
C16 1.146 1.263 4.767  -0.04
C17 0.467 2.388 4.318  -0.04
C18 0.468 2.711 2.969  -0.03
H13 1.032 3.234 0.562  0.13
H14 2.137 2.089 0.319  0.12
H15 2.395 0.146 1.820  0.12
H16 2.371 -0.414 4.226  0.12
H17 1.145 1.019 5.821  0.12
H18 -0.057 3.023 5.020  0.12
H19 -0.050 3.595 2.614  0.13
F1 -5.452 -0.828 2.213  0.19
C19 -4.711 -0.172 1.349  -0.11
C20 -5.241 0.194 0.116  -0.12
F2 -6.486 -0.115 -0.170  0.19
C21 -4.464 0.876 -0.812  -0.22
F3 -4.984 1.214 -1.975  0.15
C22 -3.150 1.206 -0.510  -0.47
S1 -2.118 2.148 -1.606  0.78
C23 -2.671 0.825 0.729  -0.20
F4 -1.343 1.155 1.001  -0.06
C24 -3.397 0.141 1.673  -0.14
F5 -2.865 -0.213 2.828  0.17

[2]
The following is a DFT calculation (ωB97M-V with the def2-TZVPD basis set) of a structure of composition C24H19F6N3O10W in a non-equilibrium geometry.

* HOMO-LUMO gap: 5.017 eV
* net charge: +2
* E_tot: -68257.714 eV
* energy above the lowest of the compared OMol25 structures with the same formula, charge and spin: 0.741 eV
* highest occupied orbital energy: -13.46 eV
* LUMO energy: -8.448 eV
* largest force on an atom: 0.0698 Eh/bohr

Each line ends with the Löwdin charge.
Atoms and positions in Å:
W1 -16.805 -0.535 -8.260  2.04
O1 -14.030 2.226 -7.895  0.25
C1 -15.088 1.776 -8.063  -0.45
O2 -15.643 0.735 -7.347  -0.18
C2 -16.017 2.151 -9.236  -0.08
C3 -16.118 3.317 -10.008  0.06
C4 -17.175 3.439 -10.849  0.07
C5 -18.310 2.499 -10.804  0.12
C6 -18.111 1.428 -10.019  -0.16
N1 -16.954 1.205 -9.342  -0.01
C7 -19.184 0.557 -9.477  -0.44
O3 -20.244 0.403 -9.903  0.26
O4 -18.703 -0.110 -8.301  -0.20
H1 -15.318 4.083 -9.963  0.16
H2 -17.245 4.187 -11.586  0.12
H3 -19.165 2.672 -11.413  0.14
O5 -17.645 -2.485 -8.491  -0.09
C8 -17.839 -2.383 -9.756  -0.44
O6 -17.352 -1.249 -10.218  -0.09
C9 -18.451 -3.441 -10.567  -0.14
C10 -18.492 -3.323 -11.922  0.00
C11 -18.920 -4.366 -12.768  0.07
C12 -19.143 -5.585 -12.117  -0.21
O7 -19.341 -6.742 -12.690  0.08
C13 -19.118 -7.741 -11.641  -0.09
O8 -19.228 -7.066 -10.446  0.06
C14 -19.005 -5.733 -10.710  -0.15
C15 -18.806 -4.656 -9.903  0.10
H4 -18.186 -2.422 -12.390  0.12
H5 -19.151 -4.231 -13.858  0.15
H6 -18.102 -8.124 -11.916  0.17
H7 -19.939 -8.461 -11.694  0.16
H8 -18.760 -4.836 -8.868  0.12
C16 -14.530 -3.501 -9.568  0.05
C17 -14.183 -2.059 -9.408  -0.30
O9 -15.213 -1.344 -8.724  -0.23
C18 -12.934 -1.816 -8.440  -0.53
F1 -11.902 -2.627 -8.763  0.17
F2 -13.256 -2.028 -7.157  0.17
F3 -12.479 -0.561 -8.477  0.18
C19 -13.943 -1.373 -10.760  -0.55
F4 -12.757 -1.717 -11.273  0.21
F5 -14.903 -1.675 -11.650  0.16
F6 -14.017 -0.032 -10.659  0.16
H9 -15.083 -3.884 -8.707  0.11
H10 -13.593 -4.111 -9.698  0.14
H11 -15.110 -3.624 -10.511  0.12
N2 -17.192 -0.932 -6.408  0.07
C20 -17.537 -0.958 -5.299  -0.09
N3 -18.033 -1.031 -4.132  0.00
C21 -17.352 -0.539 -2.822  0.00
C22 -16.955 -1.803 -2.057  -0.18
O10 -18.121 -2.592 -1.862  -0.13
C23 -18.599 -3.140 -3.114  -0.12
C24 -19.138 -1.955 -3.993  -0.07
H12 -18.130 -0.078 -2.175  0.16
H13 -16.471 0.006 -3.089  0.13
H14 -16.547 -1.527 -1.070  0.15
H15 -16.232 -2.379 -2.685  0.14
H16 -19.418 -3.732 -2.741  0.13
H17 -17.723 -3.718 -3.586  0.16
H18 -19.938 -1.513 -3.352  0.16
H19 -19.589 -2.222 -4.909  0.12